A | The following is a quantum chemistry calculation of 2 unconnected molecules or ions with the total composition H2NPS, from the OMol25 dataset.

Computed properties:
E_HOMO (spin up / spin down) (eV): -9.76 / -8.08
Frontier orbital gap (spin up / spin down) (eV): 7.9948 / 6.1101

```
! wB97M-V def2-TZVPD RIJCOSX def2/J DEFGRID3
* xyz 0 1
S -0.532 2.287 -0.063
P 0.426 1.110 1.163
N 0.070 -1.322 -0.016
H -0.786 -0.752 -0.427
H 0.821 -1.323 -0.657
*
```

---

B | The following is a quantum chemistry calculation of 2 unconnected molecules or ions with the total composition H2NPS, from the OMol25 dataset.

Computed properties:
E_HOMO (spin up / spin down) (eV): -9.25 / -7.51
Frontier orbital gap (spin up / spin down) (eV): 7.8868 / 5.9531

```
! wB97M-V def2-TZVPD RIJCOSX def2/J DEFGRID3
* xyz 0 1
S -2.860 -0.663 0.204
P -4.648 -0.587 -0.377
N -1.763 1.538 0.423
H -0.885 1.704 -0.086
H -1.385 1.490 1.448
*
```

---

A is the most stable structure; the next one sits 30.4 kJ/mol above it.

---

A | The following is a quantum chemistry calculation of C9H5ClOS2 in the gas phase, from the OMol25 dataset.

Computed properties:
E_HOMO (eV): -8.55
Frontier orbital gap (eV): 7.8930

```
! wB97M-V def2-TZVPD RIJCOSX def2/J DEFGRID3
* xyz 0 1
Cl 3.006 -0.615 -1.511
S 3.592 1.946 -0.085
S 2.064 3.251 0.505
O 0.787 2.096 2.175
C 1.316 0.726 0.283
C -2.337 -1.518 -0.292
C 0.076 -1.443 -0.110
C 2.508 0.567 -0.302
C -2.303 -0.102 -0.234
C -1.165 -2.189 -0.275
C 1.122 1.863 1.066
C -1.142 0.669 -0.001
C 0.080 -0.041 0.021
H -3.220 0.458 -0.426
H 0.967 -2.035 -0.249
H -3.269 -2.103 -0.331
H -0.942 -3.220 -0.319
H -1.138 1.690 0.084
*
```

---

B | The following is a quantum chemistry calculation of C9H5ClOS2 in the gas phase, from the OMol25 dataset.

Computed properties:
E_HOMO (eV): -8.89
Frontier orbital gap (eV): 8.6965

```
! wB97M-V def2-TZVPD RIJCOSX def2/J DEFGRID3
* xyz 0 1
Cl 1.945 -1.792 -2.030
S 0.937 0.695 -3.522
S -0.289 2.166 -2.760
O -1.517 1.583 -0.520
C 1.282 -1.709 2.057
C 0.956 -0.353 -2.095
C -0.994 -2.399 1.622
C -0.672 1.202 -1.326
C -1.002 -1.542 0.498
C 0.104 -0.804 0.134
C 0.111 0.025 -1.083
C 1.250 -0.891 0.926
C 0.185 -2.466 2.369
H 0.249 -3.127 3.230
H 2.157 -0.350 0.710
H -1.876 -1.448 -0.121
H -1.850 -2.976 1.894
H 2.165 -1.789 2.679
*
```

---

B is the most stable structure; the next one sits 155.0 kJ/mol above it.

---

A | The following is a quantum chemistry calculation of C17H29N5O7 in the gas phase, from the OMol25 dataset.

Computed properties:
E_HOMO (eV): -9.02
Frontier orbital gap (eV): 9.5924

```
! wB97M-V def2-TZVPD RIJCOSX def2/J DEFGRID3
* xyz 0 1
O 6.352 1.953 -3.433
O 6.167 0.062 -5.598
O -0.237 -2.708 -2.473
O 2.518 -2.817 -0.633
O 4.898 -1.473 -0.706
O 4.399 -4.842 -0.171
O 1.755 -3.557 -4.986
N 4.193 1.214 -2.793
N 5.960 0.170 -1.977
N 4.432 -1.314 -5.246
N 1.474 -1.262 -2.921
N 3.764 0.180 -1.954
C 3.663 -0.755 -6.359
C 7.662 -0.937 -3.385
C 3.973 -4.518 -1.471
C 6.531 -1.734 -4.037
C 5.482 1.172 -2.783
C 1.288 -2.087 -0.700
C 0.730 -2.053 -2.125
C 4.826 -0.416 -1.505
C 2.267 -2.242 -5.086
C 7.299 -0.402 -1.998
C 2.560 -4.004 -1.431
C 5.689 -0.900 -5.001
C 1.387 -1.207 -4.355
C 2.513 -1.749 -6.521
C 3.689 -2.334 -4.521
C 5.761 -5.202 -0.139
C 0.444 -3.763 -5.491
H 8.550 -1.560 -3.276
H 1.636 -1.289 -6.976
H 5.956 -6.081 -0.764
H 4.640 -3.761 -1.906
H 4.004 -1.889 -0.606
H 0.543 -2.563 -0.060
H 4.064 -3.342 -4.721
H 3.315 0.252 -6.115
H 6.014 -5.435 0.892
H 1.695 -0.206 -4.662
H 3.708 -2.155 -3.447
H 7.923 -0.113 -4.047
H 4.001 -5.400 -2.126
H 2.227 -3.812 -2.454
H 4.295 -0.674 -7.242
H 8.014 0.354 -1.678
H 6.393 -4.375 -0.486
H 7.294 -1.200 -1.256
H 2.821 -2.598 -7.134
H 6.100 1.979 -4.369
H -0.311 -3.378 -4.804
H 1.507 -1.084 -0.338
H 5.907 -2.228 -3.289
H 0.319 -4.840 -5.582
H 0.322 -3.314 -6.481
H 0.351 -1.340 -4.668
H 6.948 -2.534 -4.656
H 2.217 -0.712 -2.483
H 1.895 -4.753 -0.990
*
```

---

B | The following is a quantum chemistry calculation of C17H29N5O7 in the gas phase, from the OMol25 dataset.

Computed properties:
E_HOMO (eV): -8.70
Frontier orbital gap (eV): 9.2480

```
! wB97M-V def2-TZVPD RIJCOSX def2/J DEFGRID3
* xyz 0 1
O 2.797 0.820 4.104
O -0.083 -2.060 1.944
O -2.933 2.692 0.280
O 3.988 1.144 -0.651
O -1.265 1.396 -2.821
O -2.196 -3.471 0.734
O -2.457 -0.757 0.925
N 1.633 -0.841 2.942
N -1.095 1.367 0.078
N 0.458 0.821 3.803
N 2.104 0.898 -1.856
N -0.424 -0.055 3.151
C 1.637 0.326 3.650
C 2.456 -0.540 0.104
C -2.352 1.640 0.486
C -2.468 -2.700 -0.415
C 2.773 -1.562 2.391
C 3.425 -0.788 1.250
C -0.312 2.262 -0.735
C 0.754 0.419 -2.081
C 2.302 2.172 -2.555
C -3.252 -1.489 0.008
C -3.009 0.508 1.264
C -1.360 -4.575 0.457
C 0.303 -1.005 2.660
C -2.129 2.496 -3.067
C -0.067 1.707 -2.146
C 0.881 2.634 -2.929
C 2.932 0.560 -0.831
H -0.725 0.475 0.365
H -2.933 2.119 -3.695
H 2.397 -2.530 2.061
H 3.488 -1.733 3.195
H -1.527 -2.386 -0.890
H 0.671 -0.094 -3.044
H 0.688 2.491 -3.993
H -1.197 -5.103 1.393
H -0.846 3.210 -0.784
H -3.482 -0.881 -0.876
H 0.728 3.688 -2.696
H -4.082 0.544 1.077
H -3.042 -3.280 -1.149
H -2.815 0.676 2.325
H -4.190 -1.789 0.487
H -1.044 -2.001 1.772
H 2.590 1.636 4.578
H 0.655 2.459 -0.261
H 2.934 2.044 -3.434
H 3.793 0.168 1.624
H 2.263 -1.456 -0.460
H 2.815 2.859 -1.883
H -1.829 -5.252 -0.266
H 0.420 -0.269 -1.308
H -2.555 2.895 -2.144
H 4.301 -1.335 0.899
H -0.394 -4.244 0.060
H -1.612 3.296 -3.606
H 1.490 -0.227 0.512
*
```

---

A is the most stable structure; the next one sits 22.2 kJ/mol above it.

---

A | The following is a quantum chemistry calculation of 2 unconnected molecules or ions with the total composition C2H2N3S2, from the OMol25 dataset.

Computed properties:
E_HOMO (eV): -14.30
Frontier orbital gap (eV): 7.9433

```
! wB97M-V def2-TZVPD RIJCOSX def2/J DEFGRID3
* xyz 1 1
S -4.597 0.067 -0.068
S 2.357 1.191 -0.679
N 0.785 0.678 -0.805
N 0.151 -0.253 -0.298
N 2.894 0.588 0.594
C -3.106 -0.224 0.035
C -0.643 -1.077 -0.063
H -1.407 -1.811 0.019
H 3.567 0.841 1.265
*
```

---

B | The following is a quantum chemistry calculation of 2 unconnected molecules or ions with the total composition C2H2N3S2, from the OMol25 dataset.

Computed properties:
E_HOMO (spin up / spin down) (eV): -13.55 / -13.55
Frontier orbital gap (spin up / spin down) (eV): 7.0963 / 7.0958

```
! wB97M-V def2-TZVPD RIJCOSX def2/J DEFGRID3
* xyz 1 1
S -4.023 -0.229 -0.123
S 2.310 -0.794 0.348
N -0.153 -0.068 -0.014
N 1.029 -0.123 -0.358
N 3.550 -0.569 -0.426
C -1.315 0.040 0.119
C -2.608 0.331 0.379
H -2.551 1.493 1.355
H 3.761 -0.080 -1.279
*
```

---

B is the most stable structure; the next one sits 31.6 kJ/mol above it.

---

A | The following is a quantum chemistry calculation of 3 unconnected molecules or ions with the total composition H5O3, from the OMol25 dataset.

Computed properties:
E_HOMO (eV): -4.07
Frontier orbital gap (eV): 9.0483

```
! wB97M-V def2-TZVPD RIJCOSX def2/J DEFGRID3
* xyz -1 1
O -1.897 0.739 -1.172
O -0.251 -0.690 0.226
O 2.141 -0.031 0.946
H -1.303 0.103 -0.647
H 1.160 -0.290 0.748
H -0.385 -1.640 0.283
H -1.838 1.534 -0.632
H 2.290 0.595 0.231
*
```

---

B | The following is a quantum chemistry calculation of 3 unconnected molecules or ions with the total composition H5O3, from the OMol25 dataset.

Computed properties:
E_HOMO (eV): -4.17
Frontier orbital gap (eV): 8.9908

```
! wB97M-V def2-TZVPD RIJCOSX def2/J DEFGRID3
* xyz -1 1
O 0.360 0.417 0.461
O -1.538 -1.211 1.297
O 0.976 0.824 -1.919
H -2.335 -0.709 1.522
H 1.446 0.039 -2.217
H 0.664 0.613 -0.890
H 1.256 0.586 0.766
H -0.828 -0.559 0.980
*
```

---

A is the most stable structure; the next one sits 10.3 kJ/mol above it.

---

A | The following is a quantum chemistry calculation of a molecular structure, C24H31IN5O3Ti, from the OMol25 dataset.

Computed properties:
E_HOMO (spin up / spin down) (eV): -8.21 / -10.65
<S²>: 2.03
Frontier orbital gap (spin up / spin down) (eV): 5.5454 / 7.8106

```
! wB97M-V def2-TZVPD RIJCOSX def2/J DEFGRID3
* xyz 1 3
I -1.125 -3.187 -1.636
Ti -0.674 -0.422 0.120
O -1.715 0.692 -0.901
O 1.111 -0.774 1.251
O 2.680 2.956 -2.389
N -1.765 3.921 -2.486
N 2.204 1.630 0.837
N 0.603 -0.525 -1.485
N -0.788 1.322 1.647
N -2.071 -1.487 1.445
C 2.862 -1.471 -1.638
C -0.530 3.942 -3.003
C 3.161 -3.858 -1.690
C 1.426 2.562 1.670
C 0.848 0.583 -2.231
C 1.575 -1.437 2.428
C -1.834 -2.619 2.131
C -0.018 1.699 -2.283
C -1.301 1.723 -1.684
C -3.341 -1.080 1.273
C -4.185 -2.940 2.481
C 0.959 -2.917 -1.605
C -2.138 2.827 -1.826
C 0.366 2.899 -2.942
C 1.472 -1.617 -1.592
C -0.403 -3.038 2.309
C -4.423 -1.772 1.774
C -0.060 2.588 1.348
C -3.501 2.817 -1.198
C 0.414 -2.055 3.177
C -2.879 -3.362 2.660
C 3.694 -2.575 -1.693
C 1.787 -4.029 -1.645
C 1.750 3.059 -3.484
H 0.057 -3.138 1.320
H -3.480 -0.175 0.690
H 1.839 4.034 -3.967
H -0.237 -1.264 3.560
H -3.433 2.796 -0.106
H -4.033 3.718 -1.492
H 1.574 2.291 2.720
H 1.742 0.597 -2.842
H -4.073 1.940 -1.503
H -5.424 -1.403 1.604
H 1.788 3.587 1.554
H 3.539 3.263 -2.694
H 3.809 -4.722 -1.733
H 3.191 1.744 1.047
H 2.095 -0.715 3.063
H 4.766 -2.435 -1.730
H 2.112 1.880 -0.151
H -2.660 -4.269 3.206
H 1.978 2.291 -4.231
H 3.280 -0.472 -1.617
H -0.241 4.863 -3.498
H 1.360 -5.023 -1.663
H -1.781 1.539 1.649
H -5.006 -3.515 2.888
H 1.634 0.088 1.042
H 0.813 -2.571 4.051
H -0.496 3.406 1.927
H 2.293 -2.206 2.130
H -0.569 1.024 2.595
H -0.387 -4.034 2.748
H -0.211 2.825 0.295
*
```

---

B | The following is a quantum chemistry calculation of a molecular structure, C24H31IN5O3Ti, from the OMol25 dataset.

Computed properties:
E_HOMO (spin up / spin down) (eV): -8.49 / -10.67
<S²>: 2.03
Frontier orbital gap (spin up / spin down) (eV): 5.7251 / 7.8342

```
! wB97M-V def2-TZVPD RIJCOSX def2/J DEFGRID3
* xyz 1 3
I -1.287 -2.820 -2.993
Ti -0.031 -0.020 -0.176
O -0.415 -0.638 2.091
O 3.776 -3.501 -1.770
O 1.523 0.637 0.630
N 0.834 0.066 -2.247
N 5.101 0.291 0.435
N 0.404 -1.953 -0.241
N 0.152 2.491 -0.966
N -1.976 0.745 -0.048
C -1.457 2.002 2.004
C -4.447 1.949 -0.292
C 1.563 1.318 -2.568
C -2.798 0.432 -1.056
C 4.133 -1.853 -0.086
C 4.401 -3.268 -0.502
C -2.503 -4.261 -0.705
C -1.493 -3.342 -0.992
C 3.883 0.787 0.606
C 2.731 0.015 0.437
C -1.584 -0.370 2.886
C 0.655 2.501 -2.351
C 2.815 -1.351 0.102
C -1.696 1.100 3.220
C -2.356 1.654 0.854
C -0.643 -3.592 1.228
C 1.720 -2.281 -0.028
C -0.574 -2.960 -0.013
C 5.196 -1.003 0.086
C -2.582 -4.838 0.551
C -3.598 2.282 0.738
C -4.047 0.996 -1.212
C -1.631 -4.518 1.511
C 3.774 2.239 0.977
H 5.480 -3.409 -0.579
H 0.127 -0.119 -2.954
H -2.686 1.283 3.647
H -3.199 -4.552 -1.480
H 0.387 -0.375 2.557
H -1.571 -0.992 3.780
H 1.937 1.300 -3.591
H 4.026 -3.980 0.242
H -0.970 1.374 3.990
H 1.950 -3.336 0.018
H -2.417 -0.708 2.270
H -0.587 3.176 -0.855
H 0.089 -3.320 1.977
H -1.630 3.045 2.269
H -0.404 1.940 1.722
H 3.644 2.859 0.082
H 2.936 2.435 1.643
H -5.412 2.434 -0.383
H -2.445 -0.302 -1.770
H 1.459 -0.737 -2.310
H 6.200 -1.382 -0.076
H -1.657 -4.986 2.487
H -3.869 3.027 1.475
H 0.900 2.749 -0.328
H 4.029 -4.377 -2.077
H -3.362 -5.556 0.766
H 2.424 1.368 -1.898
H -0.207 2.439 -3.019
H -4.666 0.694 -2.046
H 4.697 2.563 1.453
H 1.188 3.420 -2.604
*
```

---

A is the most stable structure; the next one sits 25.8 kJ/mol above it.